DFT (ωB97M-V/def2-TZVPD) results for the molecule C3H6N2O.

Geometry as XYZ:
```
12
Properties=species:S:1:pos:R:3:forces:R:3
O -1.43752 1.99898 1.00606 -0.2 -0.4 -0.3
N -1.23275 -0.95456 -0.82038 0.3 0.2 0.1
N 0.53781 0.42201 0.03102 -0.2 0.0 0.1
C 1.61069 -0.54444 -0.00805 0.1 -0.1 0.0
C -0.75389 0.06050 -0.20569 0.1 0.0 0.0
C -1.76038 1.01346 0.38403 0.0 0.4 0.2
H 1.87134 -0.82477 -1.03514 -0.1 0.1 0.1
H 1.34204 -1.45672 0.54355 0.1 0.1 -0.1
H -2.80989 0.71353 0.21849 0.1 0.1 0.0
H -0.49639 -1.55336 -1.19782 -0.1 0.0 0.1
H 2.49657 -0.10704 0.45617 -0.1 -0.1 -0.1
H 0.63235 1.23242 0.62774 0.0 -0.1 0.0
```
Positions in Å, forces in eV/Å.

**Orbital gap**: 9.812 eV
**Maximum force**: 0.6 eV/A
**2S+1**: 1
**Highest occupied orbital energy**: -9.5 eV
**SMILES**: [H]/N=C(/C=O)NC
**ΔE to the lowest compared entry with this formula, charge and spin**: 28.8 kcal/mol

Results of the Mulliken charge analysis, in e, for atoms 1 through 4: -0.5157 -0.6829 -0.1945 -0.9967